{"formula": "C10H11OP", "method": "ωB97M-V/def2-TZVPD", "homo_energy_ha": -0.3470, "total_charge": 0, "orbital_gap_ev": 10.259, "spin_multiplicity": 1, "smiles": "C=C[P@@]1(=O)CCc2ccccc21", "symbols": ["C", "C", "C", "C", "C", "C", "C", "C", "C", "C", "O", "P", "H", "H", "H", "H", "H", "H", "H", "H", "H", "H", "H"], "xyz": [[-3.1799, -0.7436, 0.1682], [-3.0645, 0.2889, -0.7500], [-2.0547, -1.3985, 0.6421], [-1.8156, 0.6854, -1.1963], [-0.8022, -1.0202, 0.1883], [-0.6957, 0.0236, -0.7266], [2.1500, 2.8219, -0.3016], [1.6168, 1.7276, 0.1930], [0.4898, -1.6582, 0.6193], [1.5939, -1.2451, -0.3568], [1.4372, 0.6288, -2.5017], [1.0421, 0.3424, -1.1243], [-4.1563, -1.0439, 0.5178], [-3.9531, 0.7840, -1.1135], [-2.1494, -2.1980, 1.3617], [-1.7091, 1.4913, -1.9084], [2.4892, 3.6395, 0.3162], [2.2657, 2.9240, -1.3701], [1.4410, 1.5243, 1.2350], [0.7314, -1.3209, 1.6329], [0.3821, -2.7445, 0.6590], [2.5643, -1.1401, 0.1339], [1.7023, -1.9669, -1.1717]], "forces_ev_per_a": [[0.023, -0.110, 0.115], [-0.064, 0.153, -0.102], [-0.060, 0.041, 0.009], [-0.094, 0.069, -0.056], [-0.113, 0.132, -0.197], [0.452, -0.016, 0.037], [0.146, 0.248, -0.057], [-0.995, -2.109, -2.047], [0.070, -0.144, 0.188], [0.167, 0.391, -0.181], [0.235, 0.401, -0.906], [0.434, 0.722, 3.051], [-0.098, -0.021, 0.017], [-0.047, 0.041, -0.032], [-0.039, -0.131, 0.063], [-0.022, 0.056, -0.064], [0.039, 0.108, 0.134], [0.055, 0.044, -0.186], [-0.005, 0.024, 0.297], [0.020, -0.063, -0.048], [0.025, 0.051, 0.074], [-0.078, 0.022, -0.135], [-0.051, 0.091, 0.024]], "lowdin_charge": [-0.08, -0.08, -0.04, -0.06, -0.24, -0.24, -0.06, -0.18, -0.19, -0.24, -0.34, 0.73, 0.10, 0.10, 0.11, 0.11, 0.05, 0.05, 0.06, 0.12, 0.12, 0.09, 0.10]}


{"formula": "C10H11P", "method": "ωB97M-V/def2-TZVPD", "homo_energy_ha": [-0.2261, -0.3277], "total_charge": 0, "s2": 2.007, "orbital_gap_ev": [7.068, 7.103], "spin_multiplicity": 3, "symbols": ["C", "C", "C", "C", "C", "C", "C", "C", "C", "C", "P", "H", "H", "H", "H", "H", "H", "H", "H", "H", "H", "H"], "xyz": [[-3.1280, 0.2401, 0.4725], [-2.5035, 1.3885, -0.2249], [1.2387, 1.5075, -0.7182], [0.0056, 1.8281, 0.0507], [1.7512, 0.3155, -0.9735], [-2.6624, -1.0226, 0.3545], [-1.2308, 1.5948, -0.2037], [1.3974, -1.0220, -0.5026], [0.0410, -1.0339, 0.1844], [2.4152, -1.4254, 0.5552], [-1.2921, -1.6078, -0.7404], [-3.7727, 0.4354, 1.3317], [-3.0696, 2.0809, -0.9866], [1.6212, 2.4901, -1.1661], [0.0386, 2.6006, 0.8190], [2.7535, 0.1863, -1.3509], [-3.1442, -1.7178, 0.9128], [1.4850, -1.7336, -1.2987], [-0.0236, -0.6546, 1.1155], [2.5379, -2.5957, 0.6248], [2.1741, -0.7754, 1.4158], [3.3675, -1.0790, 0.3287]], "forces_ev_per_a": [[1.058, -0.759, 0.582], [-1.814, 1.141, -2.211], [-0.563, 1.807, -0.591], [0.820, 0.871, -0.023], [1.391, 0.541, -0.118], [1.055, 2.974, -2.128], [-0.367, -0.803, -0.047], [-1.652, -0.221, 2.197], [3.004, -0.687, -2.103], [-0.578, -1.692, 0.585], [-3.270, -1.020, -1.326], [-0.446, 0.146, -0.566], [0.601, -1.401, 1.773], [0.201, -1.767, 0.731], [0.771, -0.026, 0.146], [0.227, 0.936, -1.024], [-1.262, -2.296, 1.765], [-0.372, -0.345, -0.797], [-0.119, 0.927, 3.039], [-0.703, 2.403, 0.647], [-0.012, -1.255, 0.397], [2.029, 0.526, -0.929]], "lowdin_charge": [-0.17, -0.13, -0.07, -0.11, -0.11, -0.34, -0.09, -0.47, -0.38, -0.07, 0.93, 0.10, 0.15, 0.13, 0.12, 0.11, 0.01, 0.11, 0.04, 0.13, 0.10, 0.04]}


{"formula": "C10H12", "method": "ωB97M-V/def2-TZVPD", "homo_energy_ha": -0.2923, "total_charge": 0, "orbital_gap_ev": 8.962, "spin_multiplicity": 1, "smiles": "CC[C@]1(C)[C@@]23C=C[C@]21C=C3", "symbols": ["C", "C", "C", "C", "C", "C", "C", "C", "C", "C", "H", "H", "H", "H", "H", "H", "H", "H", "H", "H", "H", "H"], "xyz": [[-1.3863, 1.7111, 0.4925], [-1.4962, 1.5607, -0.8119], [-1.9714, -0.7401, 0.9831], [-2.2784, -0.8804, -0.2994], [-0.9274, 0.3173, 0.8371], [-1.1776, 0.0245, -0.8342], [0.1747, -0.2731, -0.2291], [0.6301, -1.7123, -0.2670], [2.4070, 0.5004, 0.5953], [1.4099, 0.5453, -0.5872], [-1.5838, 2.5198, 1.2948], [-1.7153, 2.3436, -1.4987], [-2.3080, -1.1939, 1.8313], [-2.9354, -1.5038, -0.9366], [-0.1599, -2.5359, -0.0086], [1.5048, -1.7883, 0.3737], [0.8057, -2.0019, -1.2351], [1.7711, 0.4489, 1.4324], [2.8946, 1.4008, 0.5497], [3.2517, -0.3324, 0.5145], [2.0308, 0.1157, -1.3218], [1.0594, 1.4740, -0.8749]], "forces_ev_per_a": [[0.196, 0.716, 2.231], [0.116, -0.366, 0.551], [-0.206, 0.732, -1.907], [0.317, -0.603, -0.892], [1.482, -1.319, -1.639], [-0.052, 1.977, 0.821], [-0.832, -0.038, -0.919], [-2.535, -1.392, 3.241], [0.379, -2.140, -1.385], [0.021, -1.760, 1.874], [0.451, -1.153, -1.771], [-0.145, -0.048, -1.088], [-0.920, -1.127, 2.249], [0.358, 0.326, 0.786], [1.271, 1.754, 0.276], [0.012, -0.515, -0.121], [1.072, -0.154, -2.532], [0.002, -0.281, 1.704], [1.473, 2.245, 0.418], [-2.166, 1.534, 0.288], [-0.260, -0.653, -1.830], [-0.036, 2.265, -0.354]], "lowdin_charge": [-0.06, -0.03, -0.04, -0.03, -0.12, -0.14, -0.33, -0.03, -0.08, -0.18, 0.13, 0.08, 0.07, 0.11, 0.12, 0.07, 0.06, 0.06, 0.03, 0.13, 0.10, 0.08]}


One value per record, in order, for F_max: 3.17 3.81 4.34 eV/A.